This record from the OMol25 dataset describes a structure of composition C23H19BrN6O6Ru. The level of theory is ωB97M-V with the def2-TZVPD basis set.

## Properties
gap between HOMO and LUMO (alpha / beta): 6.92 / 7.40 eV
net charge: +1
expectation value of S²: 0.81
spin multiplicity: 2

```
56
Properties=species:S:1:pos:R:3:lowdin_charge:R:1
Ru -0.1356 0.4404 0.3774 1.29
O 2.0304 -0.3338 -3.2105 0.07
C 1.6758 -0.2831 -2.0415 -0.53
N 1.1132 0.7741 -1.4315 -0.06
C 0.8877 1.9528 -2.2274 -0.16
C -0.2737 2.7526 -1.7079 -0.25
C -0.4746 4.0842 -2.0683 0.01
C -1.5612 4.7637 -1.5489 -0.02
C -2.4381 4.0947 -0.7025 -0.03
C -2.1722 2.7746 -0.3911 -0.15
N -1.1135 2.1322 -0.8781 -0.01
C 1.8307 -1.4649 -1.1205 -0.20
C 2.8667 -2.3723 -1.3033 0.02
C 2.9554 -3.4482 -0.4344 -0.03
C 1.9974 -3.5909 0.5608 -0.03
C 0.9990 -2.6358 0.6760 -0.11
N 0.9315 -1.6019 -0.1496 0.04
H 0.7005 1.6710 -3.2782 0.14
H 1.7938 2.5785 -2.2312 0.14
H 0.2081 4.5734 -2.7454 0.13
H -1.7307 5.8026 -1.7852 0.12
H -3.3066 4.5797 -0.2878 0.12
H -2.8132 2.2085 0.2781 0.12
H 3.5618 -2.2117 -2.1131 0.13
H 3.7539 -4.1664 -0.5284 0.12
H 2.0135 -4.4248 1.2430 0.12
H 0.2403 -2.6906 1.4481 0.12
O 4.7137 1.6228 4.6706 0.13
C 3.8728 1.2489 3.7191 -0.30
C 4.0437 0.1152 2.9178 0.03
C 3.1003 -0.1757 1.9551 -0.10
N 2.0096 0.5602 1.7498 -0.02
C 1.8557 1.6270 2.5226 -0.68
Br 0.2549 2.6149 2.1821 0.86
C 2.7326 2.0345 3.4961 -0.01
H 5.4598 1.0154 4.7815 0.14
H 4.9021 -0.5254 3.0525 0.13
H 3.2277 -1.0352 1.3155 0.10
H 2.5703 2.9172 4.0895 0.13
C -1.8658 -0.8344 -3.0475 0.03
C -2.4300 -1.1870 -1.7260 -0.32
N -1.9137 -0.8492 -0.5564 0.10
C -2.6980 -1.3865 0.4216 -0.12
C -3.7348 -2.0680 -0.1774 -0.06
N -3.5380 -1.9210 -1.5255 0.20
C -4.9096 -2.8683 0.2845 -0.49
O -5.0782 -3.0190 1.5692 0.16
O -5.6281 -3.3333 -0.5654 0.12
C -2.3521 -1.1879 1.8803 -0.60
O -3.0997 -1.6760 2.7193 0.07
O -1.2972 -0.5269 2.0887 -0.13
H -0.8445 -0.4831 -2.9174 0.06
H -2.4545 -0.0527 -3.5264 0.10
H -1.8658 -1.6956 -3.7125 0.10
H -4.1736 -2.3298 -2.2005 0.19
H -4.3981 -2.5572 2.1420 0.09
```



This record from the OMol25 dataset describes a cluster of 14 separate species, C23H19Cl39O3 in total. The level of theory is ωB97M-V with the def2-TZVPD basis set.

## Properties
gap between HOMO and LUMO: 7.83 eV
net charge: 0

```
84
Properties=species:S:1:pos:R:3:lowdin_charge:R:1
O 1.1742 1.9789 -2.2333 0.05
C 1.4344 1.8743 -1.0213 -0.36
C 2.7997 1.7061 -0.2080 -0.01
C 2.3851 2.1051 1.0949 -0.05
C 3.1744 2.2472 2.4566 -0.12
C 4.3967 3.1966 2.4952 -0.01
C 5.2189 3.4251 3.7920 -0.05
C 4.7813 2.6440 5.0585 -0.07
C 3.5542 1.7002 5.0503 -0.06
C 2.7292 1.4848 3.7314 0.00
C 0.8289 2.4582 1.1192 -0.29
O 0.2794 3.0230 2.0852 0.10
O 0.3137 1.9508 -0.1084 0.01
H 3.8394 1.3739 -0.5062 0.04
H 4.6828 3.7679 1.5541 0.09
H 6.1162 4.1461 3.7779 0.10
H 5.4222 2.7969 5.9994 0.09
H 3.2537 1.1488 5.9972 0.09
H 1.8172 0.8101 3.6654 0.10
C -1.7558 -0.2524 -0.0223 -1.52
Cl -1.7604 -1.4786 -1.2996 0.54
Cl -3.3989 0.3268 0.2897 0.51
Cl -1.0314 -0.8993 1.4573 0.53
H -1.1535 0.5900 -0.3582 -0.02
C 4.6033 1.7250 -4.1910 -1.50
Cl 3.9971 1.6810 -2.5274 0.68
Cl 5.2279 3.3324 -4.5869 0.54
Cl 5.8511 0.4940 -4.4283 0.51
H 3.7741 1.5053 -4.8602 -0.04
C -4.9099 -3.5534 -0.2079 -1.53
Cl -4.9069 -4.7772 -1.4869 0.54
Cl -6.5547 -2.9804 0.1020 0.52
Cl -4.1887 -4.1998 1.2720 0.49
H -4.3099 -2.7080 -0.5412 -0.04
C 1.0754 5.5508 -1.4717 -1.53
Cl 2.7519 5.4929 -0.9130 0.54
Cl 0.1591 6.7398 -0.5461 0.54
Cl 1.0076 5.9131 -3.2023 0.56
H 0.6260 4.5726 -1.3089 -0.01
C 4.2773 -2.3264 2.9223 -1.53
Cl 5.4716 -1.1788 3.5433 0.53
Cl 2.9745 -2.5652 4.0961 0.51
Cl 3.6241 -1.7682 1.3744 0.51
H 4.7719 -3.2822 2.7605 0.02
C -0.5978 5.7213 3.9371 -1.55
Cl -0.3421 5.2211 5.6151 0.52
Cl -1.7823 7.0338 3.8531 0.52
Cl 0.9302 6.2143 3.1955 0.51
H -0.9886 4.8705 3.3816 0.00
C -7.1992 -6.3995 -3.8615 -1.56
Cl -5.7695 -7.4029 -4.1482 0.51
Cl -7.7220 -5.6189 -5.3610 0.52
Cl -8.5109 -7.3678 -3.1743 0.52
H -6.9352 -5.6235 -3.1455 -0.04
C 0.3116 9.1437 -5.0569 -1.56
Cl -1.1459 10.1027 -4.7628 0.52
Cl 0.5991 8.9658 -6.7940 0.51
Cl 1.7123 9.8833 -4.2674 0.51
H 0.1611 8.1520 -4.6310 -0.04
C -5.5541 -6.1669 4.6864 -1.53
Cl -5.3072 -6.5765 6.3897 0.53
Cl -6.6606 -4.7955 4.5304 0.53
Cl -4.0083 -5.8099 3.9022 0.49
H -6.0003 -7.0256 4.1886 0.02
C -6.7690 2.6282 0.6168 -1.53
Cl -6.4783 0.9006 0.8701 0.49
Cl -7.2321 3.4099 2.1349 0.52
Cl -5.3368 3.4066 -0.0712 0.51
H -7.5902 2.7372 -0.0890 0.02
C 3.0143 -2.0648 -6.1593 -1.51
Cl 3.4290 -0.3849 -6.5257 0.55
Cl 4.1168 -3.1771 -6.9818 0.53
Cl 3.0496 -2.3313 -4.4108 0.50
H 2.0046 -2.2551 -6.5182 0.02
C -0.3692 -6.8801 2.8865 -1.55
Cl 0.0914 -5.2214 2.4765 0.50
Cl 0.6909 -8.0362 2.0680 0.52
Cl -0.3262 -7.1236 4.6382 0.52
H -1.3891 -7.0468 2.5441 0.00
C 2.0076 -6.1413 -3.1333 -1.54
Cl 1.7237 -6.7002 -1.4796 0.51
Cl 1.7368 -7.4505 -4.2924 0.52
Cl 0.9663 -4.7598 -3.5038 0.49
H 3.0455 -5.8226 -3.2128 0.01
```



This record from the OMol25 dataset describes a structure of composition C23H19ClMnN6O3. The level of theory is ωB97M-V with the def2-TZVPD basis set.

## Properties
gap between HOMO and LUMO (alpha / beta): 6.03 / 6.38 eV
net charge: 0
expectation value of S²: 8.76
energy relative to the best compared isomer or geometry (same formula, charge and spin): 19.2 kcal per mole
spin multiplicity: 6

```
53
Properties=species:S:1:pos:R:3:lowdin_charge:R:1
Mn 0.5598 0.5332 0.7181 0.94
N 4.6259 0.3880 2.2880 0.05
C 3.4716 -0.2669 2.1566 -0.09
N 2.5490 0.5883 1.7500 0.08
C 3.2246 1.7624 1.6331 -0.31
N 4.4941 1.6906 1.9540 0.14
C 2.5195 2.9534 1.1521 -0.18
C 2.9511 4.2513 1.3841 -0.05
N 2.2446 5.2934 0.9665 0.10
C 1.1069 5.0436 0.3304 -0.09
C 0.6623 3.7487 0.0908 -0.08
N 1.3783 2.7038 0.4955 0.07
H 5.5203 0.0251 2.5732 0.17
H 3.3212 -1.3218 2.3274 0.13
H 3.8742 4.4402 1.9149 0.12
H 0.5206 5.8900 -0.0020 0.11
H -0.2697 3.5482 -0.4225 0.11
C -1.4264 1.0856 1.3468 -0.21
C -2.2823 -0.1120 1.4038 -0.33
C -2.5682 -0.7556 2.6155 -0.05
C -3.3158 -1.9149 2.6605 -0.03
C -3.8150 -2.4693 1.4827 -0.25
C -3.5485 -1.8426 0.2644 -0.02
C -2.7916 -0.6913 0.2328 -0.04
C -4.5931 -3.6720 1.5196 -0.20
N -5.2162 -4.6383 1.5488 0.14
H -1.3891 1.6021 2.3128 0.04
H -1.8043 1.8043 0.6089 0.03
H -2.1881 -0.3359 3.5391 0.11
H -3.5196 -2.3962 3.6077 0.12
H -3.9351 -2.2656 -0.6536 0.11
H -2.5780 -0.2264 -0.7227 0.08
C -0.0985 -2.9801 -2.6940 -0.02
C -0.4525 -1.5206 -2.6133 -0.17
C -1.7561 -1.1595 -2.9464 -0.08
C -2.1713 0.1588 -2.9902 -0.70
Cl -3.8156 0.5308 -3.4097 0.68
C -1.2840 1.1789 -2.7087 -0.11
C 0.0069 0.8394 -2.3423 -0.04
C 0.4284 -0.4875 -2.2664 -0.24
O 1.7471 -0.5965 -1.8971 -0.05
C 2.3156 -1.7484 -1.2812 -0.09
C 1.8382 -2.0185 0.1479 -0.65
O 2.5261 -2.7812 0.8156 0.02
O 0.7559 -1.4459 0.5246 -0.12
H -0.8807 -3.5093 -3.2353 0.08
H -0.0112 -3.4396 -1.7072 0.10
H 0.8327 -3.1424 -3.2335 0.08
H -2.4629 -1.9382 -3.2010 0.12
H -1.5981 2.2110 -2.7685 0.11
H 0.7427 1.6137 -2.1511 0.11
H 3.3860 -1.5492 -1.2651 0.14
H 2.1683 -2.6589 -1.8545 0.11
```



| no. | strongest force on any atom (eV/Å) |
| --- | --- |
| 1 | 5.46 |
| 2 | 5.31 |
| 3 | 0.57 |